No. 1
Here is CBrClFI in the gas phase from OMol25. Energies are from ωB97M-V/def2-TZVPD.

```
5
Properties=species:S:1:pos:R:3:forces:R:3:lowdin_charge:R:1
Cl 0.674 2.469 -1.075 -0.20 0.48 -0.14 -0.2563
F -0.534 -0.371 1.619 0.04 0.50 -1.87 -0.1784
I 1.528 0.190 -0.334 -0.36 -0.57 0.15 0.9272
C -0.439 -0.284 0.250 -0.19 -2.07 1.50 -1.0245
Br -1.229 -2.004 -0.461 0.71 1.66 0.37 0.5320
```
Positions in Å, forces in eV/Å.

The calculation puts the LUMO energy (spin up / spin down) at -2.35 / -2.25 eV. As for the largest force on an atom: 0.0498 Eh/bohr. The value obtained for the orbital gap (spin up / spin down) is 6.62 / 7.63 eV. Its HOMO energy (spin up / spin down) is -8.97 / -9.88 eV. Its total charge is 0.

No. 2
Here is a molecular structure, C34H32Cl2N5O5V from OMol25. Energies are from ωB97M-V/def2-TZVPD.

```
79
Properties=species:S:1:pos:R:3:forces:R:3:mulliken_spin:R:1
C 4.318 -0.804 -3.461 0.01 -0.03 0.07 -0.0005
H -5.145 -3.703 3.088 0.01 0.00 -0.01 0.0014
H 2.802 -2.468 -2.201 -0.02 0.03 0.01 0.0001
H 1.594 2.455 1.837 0.01 0.01 -0.01 0.0035
H -2.433 4.740 0.358 -0.01 0.00 -0.01 -0.0002
C -3.802 3.164 0.889 0.00 -0.01 0.00 0.0150
H -0.457 3.224 0.360 0.00 0.01 0.02 0.0077
C -5.051 4.013 0.898 0.00 -0.01 -0.01 -0.0007
C 1.031 -2.250 -3.145 0.02 0.08 0.11 0.0033
H 2.801 1.983 4.478 -0.02 0.05 0.00 0.0007
H 4.745 -1.877 -0.205 0.01 -0.03 -0.02 -0.0005
H 2.766 2.701 -3.509 -0.01 0.00 0.00 -0.0002
C 2.410 0.638 -3.106 -0.06 0.01 -0.05 0.0006
H -5.863 3.509 -0.808 -0.01 0.00 0.00 -0.0004
C -3.889 1.806 1.172 0.03 0.00 -0.09 -0.0092
H -4.856 -0.732 1.348 -0.01 -0.02 0.01 -0.0021
C -2.565 -3.021 2.249 0.04 0.00 0.01 0.0067
H 6.134 0.134 -4.089 0.00 0.00 0.00 0.0000
H -5.439 4.071 1.915 0.02 0.02 0.01 0.0018
C -3.896 -1.163 1.583 0.02 -0.02 0.02 -0.0086
O -6.087 3.436 0.126 0.00 0.00 0.02 0.0019
H -2.508 -3.617 -4.096 0.00 0.00 0.00 0.0000
C -2.742 1.035 1.164 0.02 -0.04 0.05 0.0443
O -6.169 -2.610 1.647 0.00 -0.01 0.00 0.0001
C 0.795 0.851 5.512 0.00 0.02 0.00 0.0014
N -1.531 1.562 0.898 -0.82 0.28 -0.05 -0.1170
H -0.463 -2.597 2.336 0.02 -0.02 -0.04 -0.0115
H 4.733 -1.805 -3.480 0.00 -0.01 0.00 0.0001
Cl 1.056 -3.677 -0.838 -0.06 0.00 0.01 -0.0011
C 2.981 -0.640 -3.111 -0.11 0.00 0.06 0.0030
C 0.320 -3.140 -2.327 -0.05 -0.06 0.05 -0.0014
C -3.817 -2.495 1.956 -0.03 -0.01 0.01 0.0116
O 0.174 0.835 3.208 -0.06 0.04 -0.17 -0.0604
C 1.003 1.171 4.058 0.05 0.04 -0.04 0.0152
H -4.898 -4.242 1.421 -0.01 0.01 0.00 0.0015
O 1.172 1.457 -0.416 -0.16 0.01 0.13 0.0157
C -1.447 2.861 0.610 0.02 -0.06 -0.05 0.0485
C -5.043 -3.358 2.053 0.00 0.01 0.01 -0.0022
H 5.128 2.407 -4.132 0.01 0.00 0.01 0.0000
H 2.472 -1.998 0.764 0.02 0.07 -0.02 -0.0223
C 4.461 1.203 1.143 0.01 -0.01 0.02 -0.0039
C -1.527 -3.247 -3.833 0.02 0.01 0.02 0.0003
C 3.205 1.711 -3.491 0.01 0.01 0.05 0.0006
C 3.060 -1.094 0.861 -0.01 -0.13 0.06 0.0359
H -4.851 1.365 1.390 -0.01 0.03 0.01 -0.0009
H 0.276 0.294 -3.341 0.03 0.00 0.13 -0.0014
C -2.735 -0.412 1.502 0.03 0.05 0.03 0.0460
C 2.498 2.177 2.381 -0.04 0.04 0.01 0.0468
C -1.454 -2.214 2.125 0.04 -0.02 -0.05 0.0525
O -0.096 -0.262 -0.873 0.12 -0.26 -0.51 -0.0764
C 0.422 -1.939 -4.366 -0.02 -0.04 -0.09 0.0010
H 0.977 1.721 6.141 0.01 0.00 0.00 0.0006
H -1.272 -2.116 -5.640 0.00 0.00 -0.01 0.0000
H -2.448 -4.050 2.562 0.00 -0.01 0.00 -0.0003
C 0.964 0.883 -2.735 0.01 0.08 0.02 0.0010
C -0.846 -2.404 -4.689 0.02 -0.01 0.02 -0.0001
C 5.043 0.152 0.450 0.00 -0.01 0.00 0.0029
H 0.752 1.938 -2.919 -0.02 0.00 -0.06 -0.0001
H -0.222 0.500 5.655 0.00 0.00 0.00 -0.0002
H 3.142 3.053 2.414 0.01 -0.01 0.00 0.0038
H 1.488 0.062 5.811 -0.01 -0.01 0.00 0.0001
H -4.814 5.031 0.577 -0.01 -0.01 -0.03 0.0001
H 6.033 0.253 0.028 0.00 0.00 -0.01 0.0005
H 4.987 2.139 1.277 0.00 0.00 0.00 -0.0005
N 2.484 -0.082 1.511 -0.29 -0.25 -0.22 0.0585
N 2.125 1.838 3.746 0.03 -0.12 0.01 0.0001
C 4.538 1.550 -3.836 0.01 0.00 0.00 -0.0001
C -0.923 -3.639 -2.648 -0.01 0.00 -0.02 -0.0002
Cl 1.242 -1.010 -5.585 0.04 -0.03 0.03 0.0000
C 4.332 -1.026 0.316 -0.02 0.03 -0.01 -0.0023
N 2.255 -1.776 -2.687 0.05 -0.05 -0.20 0.0005
N -1.519 -0.938 1.739 -0.58 -0.41 0.08 0.0782
C 3.185 1.049 1.654 -0.01 0.04 0.00 -0.0214
C 0.671 0.667 -1.268 0.08 0.08 0.02 0.0231
C 5.099 0.283 -3.811 0.02 0.03 0.00 0.0001
C -2.553 3.692 0.597 0.00 0.03 0.03 0.0063
H -1.409 -4.324 -1.968 -0.01 0.00 0.00 0.0000
V 0.049 0.272 1.090 1.63 0.55 0.65 2.8028
H -6.955 -3.158 1.718 0.00 0.00 0.00 0.0000
```
Positions in Å, forces in eV/Å.

The calculation puts the LUMO energy (spin up / spin down) at -2.63 / -2.75 eV. As for the expectation value of S²: 3.7584. As for the largest force on an atom: 0.0358 Eh/bohr. The value obtained for the orbital gap (spin up / spin down) is 7.02 / 7.10 eV. Its spin multiplicity is 4. Its HOMO energy (spin up / spin down) is -9.66 / -9.85 eV. Its total charge is +1.

No. 3
Here is C4H8FN3 in the gas phase from OMol25. Energies are from ωB97M-V/def2-TZVPD.

```
16
Properties=species:S:1:pos:R:3:forces:R:3:lowdin_charge:R:1
H -0.173 -1.283 1.400 -0.22 -0.34 0.29 0.1161
H -0.615 1.557 -2.534 -0.33 1.57 3.84 0.1254
C -0.782 0.868 -0.454 -1.33 1.44 -2.65 -0.3540
H -1.601 0.100 -0.542 0.71 1.16 -0.31 0.1607
F -1.481 0.252 1.506 0.41 1.99 2.08 -0.0855
H 0.767 -3.394 0.877 2.15 -0.66 -1.17 0.0938
C 0.419 0.344 0.235 1.64 -0.54 0.44 -0.2123
N -0.607 1.958 -1.454 -2.03 1.38 -2.17 -0.0510
N 1.534 -3.131 0.119 -2.93 -3.95 3.21 0.0767
H 1.428 0.621 -0.115 -0.83 0.71 0.30 0.1545
N 0.513 -1.017 0.727 0.01 -0.08 -0.46 0.0402
H -0.469 2.325 1.365 -0.39 -2.22 -0.30 0.1762
C -0.571 1.252 0.959 -0.60 -1.26 -0.39 -0.1229
C 1.267 -1.940 0.028 0.04 4.30 -1.15 -0.4049
H 1.753 -1.469 -0.781 0.85 1.16 -0.99 0.0975
H -1.382 2.958 -1.336 2.85 -4.65 -0.56 0.1895
```
Positions in Å, forces in eV/Å.

The calculation puts the LUMO energy at 0.67 eV. Its SMILES is [H]/N=C\N[C@H]1[C@H](N)[C@H]1F. As for the largest force on an atom: 0.1142 Eh/bohr. The value obtained for the orbital gap is 9.56 eV. Its HOMO energy is -8.90 eV. Its total charge is 0.

No. 4
Here is a molecular structure, C57H52IN6P3RuS2 from OMol25. Energies are from ωB97M-V/def2-TZVPD.

```
122
Properties=species:S:1:pos:R:3:forces:R:3:mulliken_spin:R:1
H 1.815 -3.595 4.330 0.00 0.00 0.01 0.0001
H -3.165 -3.167 -3.818 0.01 0.01 0.00 -0.0001
C -2.085 1.681 -1.434 0.06 0.07 0.21 0.0106
C -1.618 -3.778 -2.487 0.19 0.01 -0.03 -0.0005
C 2.915 -2.703 2.718 -0.12 -0.01 0.07 0.0006
C -3.042 -3.698 -2.874 -0.02 -0.03 0.02 0.0003
H -4.125 4.348 6.753 0.01 -0.04 -0.01 0.0008
C -0.981 -4.066 1.036 -0.08 -0.05 0.04 -0.0008
H -0.852 -1.487 -10.226 -0.01 -0.01 -0.01 0.0000
H -4.794 2.551 -3.259 0.00 0.00 -0.01 0.0000
C 0.298 4.767 1.509 -0.06 0.10 -0.18 -0.0150
C 5.011 0.820 -0.202 0.38 0.02 0.02 0.0013
H 8.014 0.004 -2.599 0.02 0.00 0.00 0.0001
H -2.939 -0.314 2.580 0.15 0.15 0.34 0.0009
H -3.528 3.198 1.986 -0.02 0.07 0.05 0.0066
H -4.353 -4.119 1.282 -0.01 -0.01 0.00 0.0001
C -4.577 4.404 3.403 0.16 -0.33 -0.48 -0.0184
C 0.392 -3.097 -1.849 0.51 0.39 0.08 0.0045
H -1.136 -0.931 -3.148 0.00 0.00 0.08 -0.0004
P -1.663 1.539 3.540 -2.15 -0.72 0.43 0.2565
C 7.200 0.240 -1.930 0.01 0.00 -0.02 -0.0001
H -2.388 3.092 -3.019 0.01 -0.02 0.00 0.0000
H -5.459 5.499 5.020 0.01 0.03 0.01 0.0019
C -1.028 -1.228 7.159 0.04 0.06 -0.02 0.0044
H 1.314 2.769 -1.015 -0.02 -0.04 0.06 0.0013
H 1.500 -1.343 -3.974 0.09 0.04 0.05 0.0009
N 0.312 0.528 -6.291 0.05 -0.06 -0.43 -0.0009
C -0.062 -1.199 -9.548 0.02 0.00 0.01 0.0000
H 5.842 1.921 3.444 0.03 0.00 0.01 0.0001
C -0.798 -2.703 0.849 0.04 0.13 0.15 -0.0022
C -2.646 0.713 -0.600 -0.13 0.08 0.12 -0.0150
H 1.502 -1.595 -5.701 0.03 0.02 0.04 -0.0001
C -0.377 -0.552 -8.362 0.00 -0.05 0.00 -0.0001
H 0.279 4.953 -0.634 -0.01 0.02 0.00 0.0003
H -2.074 -1.186 -1.800 0.08 -0.07 -0.02 -0.0022
H -1.407 -0.336 -8.107 0.00 0.00 0.00 0.0000
S 1.703 -2.095 -1.401 0.05 -0.34 0.25 -0.0127
C 1.026 -0.664 2.835 0.16 -0.10 0.04 -0.0262
H 0.482 4.323 3.595 0.00 0.05 0.04 0.0063
C 1.084 3.076 0.002 0.11 -0.24 0.22 0.0126
N 1.252 -1.032 -4.899 -0.19 -0.11 -0.04 0.0006
C 6.645 1.291 1.571 0.04 0.01 0.01 -0.0004
C 0.519 4.321 0.209 -0.04 0.14 0.23 0.0179
C 1.415 2.250 1.092 -0.09 0.22 -0.24 -0.0428
C 3.976 1.055 0.732 -0.16 0.09 0.46 -0.0017
C 0.945 -1.737 3.712 -0.04 -0.03 -0.04 0.0065
C -3.665 3.423 3.039 -0.34 0.58 -0.50 0.0468
C -2.352 -0.643 5.238 -0.29 -0.10 -0.34 0.0293
H 5.694 0.028 -3.457 -0.01 -0.01 0.01 -0.0002
H 3.529 1.605 2.750 0.04 0.00 -0.02 -0.0026
H -3.619 -3.183 -2.102 -0.01 -0.01 -0.01 -0.0001
H -3.226 1.211 1.763 0.01 0.01 0.13 0.0022
C -0.140 -0.203 6.863 0.01 0.04 -0.01 0.0010
N 0.328 -4.414 -1.957 -0.06 -0.24 -0.07 -0.0010
H 0.716 -0.025 7.501 0.00 0.01 -0.02 0.0001
H 3.656 -3.491 2.678 -0.01 -0.01 0.01 0.0001
C 0.639 3.966 2.585 -0.13 0.02 0.15 -0.0484
H 3.311 -1.281 -9.257 0.01 0.00 0.00 0.0000
C 4.843 0.533 -1.567 -0.11 -0.30 -0.45 0.0003
H 7.679 1.357 1.882 0.01 0.00 0.01 0.0000
H -0.122 -4.722 1.095 0.00 0.02 -0.01 0.0002
C -4.747 4.736 4.738 0.01 0.02 0.09 0.0962
Ru 0.737 0.007 -1.061 1.67 0.34 0.83 -0.0158
H -4.037 -1.721 1.023 -0.02 -0.03 0.01 0.0000
N -0.826 -2.670 -2.210 -0.30 -0.10 -0.03 -0.0046
C -2.445 0.571 2.170 0.25 0.57 -0.08 0.1804
C 5.878 0.236 -2.411 -0.05 0.01 0.08 0.0001
C -2.133 -1.448 6.347 0.02 0.14 -0.06 0.0041
P -1.542 -0.037 0.661 0.61 -0.43 -0.99 -0.0117
C -3.998 4.089 5.710 0.24 -0.36 0.22 -0.0238
C 7.431 0.587 -0.635 0.01 0.02 0.06 -0.0002
C -2.846 2.342 -2.388 -0.05 0.03 0.04 -0.0020
C 0.646 -0.175 -7.506 -0.04 0.11 0.13 0.0001
N -0.908 -4.851 -2.341 -0.14 -0.04 -0.03 -0.0001
C -3.168 -2.362 0.987 0.00 -0.08 -0.01 0.0022
C 3.010 -1.626 1.854 -0.12 0.08 0.06 -0.0024
C 4.307 1.443 2.015 0.09 0.01 -0.06 0.0006
C 6.364 0.893 0.248 -0.01 -0.02 -0.03 0.0013
C 5.635 1.597 2.434 -0.04 -0.01 0.06 0.0002
C 2.279 -1.088 -9.000 -0.02 -0.02 -0.03 0.0000
P 2.188 0.686 0.645 -0.88 -0.76 -0.79 -0.0212
C -3.354 -3.727 1.150 -0.07 0.06 0.01 0.0027
H -2.835 -2.236 6.589 -0.01 0.03 -0.04 0.0021
C -4.773 1.096 -1.685 -0.03 -0.05 0.05 0.0019
C -4.192 2.040 -2.520 0.04 0.02 -0.01 -0.0001
I 3.014 0.817 -2.531 -0.58 0.21 -0.25 0.0177
H 0.148 -1.775 4.443 0.00 -0.04 0.01 -0.0005
C 0.615 0.130 -5.064 -0.13 0.31 0.30 0.0010
S 0.139 1.128 -3.735 -0.18 -0.07 -0.72 0.0086
C -0.352 0.594 5.747 0.11 0.09 0.12 0.0161
H -3.430 -4.707 -2.986 0.00 0.00 0.00 0.0000
H -0.124 5.748 1.680 0.01 0.02 0.00 -0.0001
C -1.456 0.379 4.923 0.56 0.50 0.18 0.1193
C 2.058 -0.603 1.906 0.12 0.19 0.23 0.0110
H 0.342 1.394 5.514 0.05 -0.04 0.06 0.0041
H -1.039 1.959 -1.312 -0.11 -0.03 -0.03 -0.0024
H 0.206 -2.309 0.768 0.02 0.03 0.02 0.0051
C -1.886 -1.831 0.807 -0.20 0.02 0.08 0.0119
C 1.976 -0.424 -7.820 0.00 0.05 -0.02 0.0001
H -5.154 4.910 2.641 0.02 -0.03 0.00 0.0005
H -0.219 1.384 -6.366 0.08 -0.03 0.06 -0.0006
H -0.867 -1.848 8.031 0.01 -0.01 0.00 0.0001
C -2.930 2.752 4.015 0.98 -0.55 -0.41 0.1079
H 1.502 -1.979 -10.787 0.00 0.00 -0.01 0.0000
C -4.012 0.444 -0.725 -0.05 0.04 -0.09 0.0052
H 1.063 -5.084 -1.782 -0.03 0.07 0.00 -0.0003
C -2.261 -4.584 1.171 0.06 0.00 0.00 -0.0003
N -1.145 -1.317 -2.200 -0.18 0.10 -0.20 0.0128
C 1.186 2.704 2.384 -0.15 0.06 0.05 0.1385
C 1.881 -2.759 3.647 0.03 -0.01 -0.02 -0.0010
H 1.442 2.096 3.239 0.12 -0.06 0.07 -0.0146
H -2.408 -5.645 1.316 0.00 -0.01 -0.01 0.0000
H 0.294 0.135 2.889 0.16 -0.13 -0.07 0.0507
C -3.088 3.103 5.353 -0.05 0.31 0.72 0.0699
H -2.518 2.597 6.123 0.01 0.03 0.01 0.0068
H 3.834 -1.578 1.150 -0.03 0.02 0.01 -0.0006
H -3.236 -0.807 4.632 0.01 -0.03 0.04 0.0020
H 2.766 -0.070 -7.169 -0.01 -0.01 0.00 0.0001
H 8.442 0.644 -0.254 0.01 0.00 0.01 0.0000
H -5.829 0.874 -1.770 -0.01 -0.01 -0.01 0.0000
C 1.262 -1.474 -9.862 -0.01 0.01 0.01 0.0000
H -4.504 -0.260 -0.071 -0.02 0.00 -0.04 -0.0023
```
Positions in Å, forces in eV/Å.

The calculation puts the LUMO energy (spin up / spin down) at -7.47 / -10.14 eV. As for the expectation value of S²: 0.8212. As for the largest force on an atom: 0.0449 Eh/bohr. The value obtained for the orbital gap (spin up / spin down) is 6.81 / 4.23 eV. Its spin multiplicity is 2. Its HOMO energy (spin up / spin down) is -14.28 / -14.36 eV. Its total charge is +3.

No. 5
Here is 2 unconnected molecules or ions with the total composition C5H11O3 from OMol25. Energies are from ωB97M-V/def2-TZVPD.

```
19
Properties=species:S:1:pos:R:3:forces:R:3:lowdin_charge:R:1
C -1.558 2.123 1.525 -0.59 -0.77 -0.30 -0.2782
H 1.855 -3.889 -2.932 0.42 0.60 -0.06 0.0108
H -0.479 -0.982 -0.488 0.73 0.51 0.54 0.0943
H 1.028 -5.066 -3.076 0.65 -0.08 -0.62 0.0400
H 1.353 1.425 1.601 -0.12 0.08 0.09 0.0807
C -0.547 1.784 0.447 1.26 -0.73 0.07 -0.1932
H -0.196 2.661 -0.104 0.11 0.06 0.19 0.0930
C 1.404 0.029 -0.001 -1.45 -0.72 -0.86 -0.1962
O -2.324 0.960 1.929 0.40 0.05 0.59 -0.1154
O 1.843 -4.690 -3.472 -1.13 -0.28 0.81 -0.0948
H -1.002 2.464 2.400 -0.37 0.12 0.19 0.1080
H -2.547 0.458 1.144 0.15 -0.05 -0.24 0.0669
H -2.360 2.812 1.237 0.65 0.68 -0.15 0.0977
H -0.973 1.108 -0.282 -0.52 0.07 -0.40 0.0654
C 0.659 -0.928 -0.704 -0.89 -0.84 0.88 -0.4695
H -0.010 0.332 1.734 0.74 -1.19 0.25 0.0735
H 2.243 0.474 -0.523 0.42 -0.13 0.40 0.0505
C 0.656 0.810 1.021 -1.33 2.53 -0.43 -0.2528
O 0.955 -1.885 -1.457 0.88 0.07 -0.95 -0.1807
```
Positions in Å, forces in eV/Å.

The calculation puts the LUMO energy at 3.65 eV. As for the largest force on an atom: 0.0562 Eh/bohr. The value obtained for the orbital gap is 6.04 eV. Its HOMO energy is -2.39 eV. Its total charge is -1.

No. 6
Here is a gas-phase ion, C3H7O (charge -1) from OMol25. Energies are from ωB97M-V/def2-TZVPD.

```
11
Properties=species:S:1:pos:R:3:forces:R:3:lowdin_charge:R:1
C 0.971 0.399 -0.748 2.54 -0.65 -1.38 -0.5910
H 0.202 0.944 1.275 -0.24 -0.11 -1.16 0.1046
H -0.824 1.254 -0.197 -0.87 0.88 0.15 0.0638
H -1.859 -0.496 1.123 0.72 -0.82 -0.75 0.0577
O 2.027 1.266 -0.785 -1.58 -0.04 0.43 -0.4249
C -0.929 -0.757 0.535 1.67 0.05 4.30 -0.1776
H -0.258 -1.565 1.195 -1.54 2.29 -1.23 0.1077
H -1.068 -1.329 -0.305 -0.96 -0.99 -2.36 -0.0007
H 1.472 -0.650 -0.498 -1.27 0.66 -0.69 0.0813
C -0.173 0.560 0.281 0.97 -0.73 0.57 -0.3200
H 0.440 0.374 -1.876 0.55 -0.54 2.12 0.0991
```
Positions in Å, forces in eV/Å.

The calculation puts the LUMO energy at 4.39 eV. Its SMILES is CCC[O-]. As for the largest force on an atom: 0.0897 Eh/bohr. The value obtained for the orbital gap is 6.31 eV. Its HOMO energy is -1.92 eV. Its total charge is -1.

Number 5 is which compound?
C5H11O3